(1)
Molecular formula: C38H35AsCaF6N5O6S2
Method: DFT, wB97M-V/def2-TZVPD

Values from the calculation:
Gap between HOMO and LUMO ... 7.2 eV
Charge ... -1
Molecular weight ... 950.85 Da
Highest occupied orbital energy ... -4.714 eV
ΔE to the lowest compared entry with this formula, charge and spin ... 78.7 kJ/mol

Structure (XYZ):
```
94
Properties=species:S:1:pos:R:3:lowdin_charge:R:1
As 1.10 -0.09 1.13 1.2971
Ca -2.09 -0.23 -0.41 1.3201
S -4.43 -1.55 -1.70 0.5920
S -2.88 -3.67 -1.14 0.6062
F -4.65 -4.97 0.32 0.1443
F -6.44 -0.18 -2.55 0.1696
F -6.93 -2.23 -2.04 0.1463
F -2.59 -5.19 0.97 0.1355
F -3.66 -3.34 1.35 0.1341
F -5.85 -1.80 -3.87 0.1475
O -1.95 -2.62 -0.74 -0.4100
O -4.62 -1.08 -0.35 -0.3020
O -2.38 -4.80 -1.84 -0.2408
O -5.27 2.23 -1.47 0.0607
O -3.49 -0.71 -2.42 -0.3503
O -5.46 2.25 1.40 0.0566
N 0.28 0.11 -0.48 -0.3972
N -4.16 -3.09 -1.83 -0.2764
N -1.83 2.25 -1.96 0.1126
N -3.56 1.87 0.10 0.0550
N -2.66 0.17 2.03 0.0295
C -3.05 2.77 -2.06 -0.1952
C 2.23 1.46 1.65 -0.3050
C 2.40 -3.98 0.34 -0.0229
C 1.78 -2.85 0.84 -0.2760
C 3.75 3.59 2.72 -0.2793
C -4.09 -0.30 4.35 -0.0580
C 3.62 -3.92 -0.33 -0.2750
C 0.90 -0.22 -4.10 -0.1063
C 2.82 3.80 1.72 -0.0273
C -3.40 3.74 -3.00 -0.0089
C -4.39 1.70 1.16 -0.4809
C 2.37 -1.57 0.66 -0.2540
C 2.76 0.92 -3.13 -0.1058
C 2.04 2.77 1.18 -0.2720
C 3.12 1.25 2.71 -0.3064
C 4.24 -5.15 -0.92 -0.0574
C -0.89 2.72 -2.79 -0.1219
C -6.02 -1.43 -2.60 -0.6806
C 4.23 -2.68 -0.42 -0.0260
C 4.53 -0.29 0.01 -0.0645
C -2.18 -0.65 2.98 -0.1456
C 0.50 -3.06 1.61 -0.0996
C -4.58 0.56 3.38 0.0008
C 4.58 4.72 3.26 -0.0609
C 2.12 0.42 -4.26 -0.1278
C -2.42 4.22 -3.84 -0.0695
C -3.49 -4.33 0.48 -0.6649
C 3.87 2.30 3.22 -0.0288
C 1.02 3.17 0.15 -0.0664
C -2.86 -0.91 4.15 -0.0612
C -4.11 2.28 -1.09 -0.4845
C 0.94 0.19 -1.69 -0.4422
C 3.64 -1.52 0.08 -0.2635
C -1.13 3.71 -3.73 -0.0580
C 0.33 -0.34 -2.84 -0.0665
C 3.30 -0.12 3.34 -0.0709
C 2.19 0.80 -1.87 -0.0825
C -3.83 0.77 2.23 -0.1916
H 0.38 -0.63 -4.95 0.0984
H 2.33 -0.59 3.54 0.0581
H 2.69 1.24 -1.02 0.0752
H -5.52 1.08 3.47 0.1150
H -0.36 -2.64 1.09 0.0305
H 1.51 3.49 -0.77 0.0815
H 2.67 4.81 1.33 0.1192
H 0.33 2.37 -0.09 0.0291
H 3.71 -5.44 -1.84 0.0807
H 4.56 2.11 4.04 0.1079
H 0.10 2.28 -2.71 0.0861
H 5.27 5.10 2.50 0.0764
H 0.44 4.02 0.52 0.0858
H 3.95 5.55 3.57 0.0755
H 5.21 -2.61 -0.88 0.1153
H 5.44 -0.47 0.59 0.0865
H -0.33 4.05 -4.37 0.0996
H -0.62 -0.86 -2.75 0.0874
H -2.44 -1.58 4.88 0.1014
H -1.21 -1.09 2.78 0.0495
H 3.72 1.42 -3.23 0.0964
H 0.54 -2.59 2.60 0.0565
H 2.57 0.52 -5.24 0.0843
H 5.28 -4.98 -1.18 0.0688
H 4.19 -5.99 -0.23 0.0735
H -2.65 4.99 -4.57 0.1007
H -4.66 -0.48 5.26 0.1042
H 5.18 4.40 4.11 0.0677
H -4.42 4.08 -3.03 0.1142
H 4.83 -0.10 -1.02 0.0775
H 4.07 0.60 0.40 0.0417
H 3.83 -0.03 4.28 0.0741
H 1.92 -4.94 0.47 0.1139
H 0.31 -4.12 1.74 0.0757
H 3.85 -0.80 2.69 0.0684
```

---

(2)
Molecular formula: C38H35B3FN7O16
Method: DFT, wB97M-V/def2-TZVPD

Values from the calculation:
Gap between HOMO and LUMO ... 8.9 eV
Molecular weight ... 897.16 Da
Highest occupied orbital energy ... -9.668 eV

Structure (XYZ):
```
100
Properties=species:S:1:pos:R:3:lowdin_charge:R:1
F -3.66 -4.76 -3.16 0.2826
O -1.95 11.10 -3.15 0.0768
O 2.71 2.69 8.13 0.0817
O -2.96 2.44 -3.05 0.0747
O -3.78 -3.09 -4.73 0.3353
O -3.84 -0.83 -4.05 0.3118
O 1.60 1.05 7.28 0.0653
O -3.25 9.90 -1.92 0.0738
O -2.84 3.48 -1.17 0.0749
O -0.58 -0.82 -7.19 0.0809
O 1.77 -2.30 5.49 0.0701
O -4.10 -2.62 -2.38 0.3286
O -1.24 -1.73 -2.60 0.0349
O -0.16 -0.08 -1.75 0.1159
O 4.66 -5.41 1.56 0.0677
O 1.65 -3.35 3.60 0.0748
O 5.25 -3.87 0.17 0.0808
N -4.23 -0.24 -1.74 0.2179
N -0.36 -1.26 -1.89 -0.2972
N -3.36 3.26 -2.25 -0.3536
N 1.25 -2.52 4.40 -0.3410
N -2.41 10.03 -2.79 -0.3521
N 5.17 -5.03 0.51 -0.3476
N 2.48 1.51 7.98 -0.3470
C -1.90 8.81 -3.44 -0.1455
C 4.92 -1.23 10.08 -0.0719
C -0.43 7.77 -5.00 -0.0643
C 0.07 -1.74 4.03 -0.1388
C -1.68 -1.26 2.47 -0.0623
C 5.71 -6.06 -0.38 -0.1443
C 1.49 -1.71 -0.33 0.0029
C 2.09 -3.97 0.22 -0.0659
C -6.14 5.74 -2.09 -0.0639
C 3.34 0.56 8.70 -0.1438
C 3.13 -0.80 8.54 0.0027
C 6.32 -5.67 -1.57 -0.0004
C 5.60 -7.39 -0.04 -0.0018
C -2.42 7.58 -3.07 0.0042
C -0.40 -0.77 4.89 0.0029
C -5.01 5.01 -1.75 -0.0137
C 6.70 -7.98 -2.09 -0.0694
C 6.81 -6.64 -2.42 -0.0633
C -0.55 -1.99 2.81 -0.0035
C -6.30 4.52 -4.17 -0.0604
C -1.93 6.44 -3.68 -0.0514
C -6.79 5.49 -3.30 -0.0672
C 4.33 1.04 9.54 -0.0052
C -1.65 -1.67 -5.22 -0.0009
C 0.50 -2.20 -1.17 -0.1413
C 1.10 -4.45 -0.63 -0.0485
C 2.28 -2.60 0.37 -0.0634
C 5.12 0.14 10.24 -0.0684
C -4.54 4.05 -2.62 -0.1657
C -1.58 -1.00 -6.59 -0.2634
C 6.09 -8.36 -0.90 -0.0645
C 3.93 -1.70 9.23 -0.0597
C -1.53 -0.04 4.54 -0.0567
C -2.17 -0.29 3.33 -0.0664
C -0.92 8.92 -4.41 -0.0041
C 0.30 -3.57 -1.33 0.0059
C -5.17 3.80 -3.83 0.0028
C -0.94 6.53 -4.64 -0.0611
B -4.05 -1.26 -2.75 -0.6788
B -3.86 -3.49 -3.42 -0.7625
B -3.12 -1.84 -4.67 -0.5176
H -6.80 4.33 -5.10 0.1091
H 0.96 -5.52 -0.75 0.1113
H -3.05 0.27 3.06 0.1072
H 2.36 -1.17 7.87 0.1052
H -1.09 -1.11 -4.49 0.0998
H -4.79 3.04 -4.51 0.1222
H -2.18 -1.46 1.53 0.1038
H -0.55 5.63 -5.10 0.1107
H -2.56 -0.65 -7.00 0.1301
H 7.08 -8.74 -2.77 0.1081
H -0.47 -3.94 -1.99 0.1207
H -4.51 5.21 -0.81 0.1215
H 5.53 -1.93 10.63 0.1065
H 2.71 -4.66 0.77 0.0838
H 3.77 -2.76 9.11 0.1103
H -1.19 -2.67 -5.25 0.1348
H -3.36 0.27 -1.66 0.0723
H -6.52 6.50 -1.42 0.1106
H -7.67 6.05 -3.56 0.1082
H 5.90 0.50 10.90 0.1072
H 7.28 -6.35 -3.35 0.1094
H 6.01 -9.41 -0.64 0.1089
H 6.40 -4.62 -1.83 0.1204
H -4.49 -0.65 -0.85 0.0787
H 4.49 2.10 9.66 0.1188
H 0.09 -0.57 5.83 0.1036
H -0.52 9.88 -4.69 0.1189
H 5.13 -7.69 0.89 0.1201
H 1.64 -0.65 -0.21 0.1235
H -0.17 -2.75 2.14 0.1087
H 3.05 -2.24 1.03 0.1148
H 0.34 7.84 -5.76 0.1082
H -1.91 0.72 5.21 0.1111
H -2.33 5.47 -3.39 0.0886
H -3.19 7.51 -2.32 0.1114
```